[1]
A 2-piece molecular cluster, C2HBr2N3 overall, computed with ωB97M-V/def2-TZVPD.

Atoms and positions in Å:
Br  -0.7834  -3.1528  0.0324
Br  2.9876  -0.1793  -0.0927
N  -1.7674  0.7369  -0.3092
N  0.2933  1.9248  0.3100
N  -1.5679  -0.4844  -0.1645
C  -1.1139  -1.4417  0.4015
C  -0.7011  1.4342  0.0208
H  2.6528  1.1623  -0.1983

Output
Multiplicity   3
⟨S²⟩   2.021
Maximum force   4.423 eV/Å
Charge   0
DFT total energy   -146639.1276 eV
HOMO-LUMO gap (spin up / spin down)   8.338 / 7.520 eV

***

[2]
C16H17F3N3OPdS2 as an isolated structure, computed with ωB97M-V/def2-TZVPD.

Atoms and positions in Å:
Pd  -0.3510  -0.0137  -0.1886
S  0.2928  -2.3458  1.5234
S  -1.6263  1.1498  1.5132
F  -2.6174  3.9135  2.5772
F  -4.2292  3.1854  1.3369
F  -3.6223  5.2537  1.2122
O  0.5677  -1.9906  0.0368
N  -1.9553  -0.6291  -1.4566
N  -0.6506  2.0852  -0.6592
N  -1.7841  -2.9464  -5.6245
C  -2.5591  -1.8431  -3.4157
C  -3.8895  -1.8691  -3.0138
C  -4.2277  -1.2617  -1.8195
C  1.4149  -4.0101  3.3787
C  -3.2378  -0.6573  -1.0653
C  -1.3240  -3.1233  1.5517
C  -3.1683  4.0070  1.3615
C  -1.5015  2.4292  0.3191
C  -1.9480  4.4936  -0.7837
C  -0.4506  2.8960  -1.7056
C  -2.1793  3.6463  0.2825
C  1.3614  -3.7325  1.8822
C  -1.6219  -4.0158  0.3595
C  -1.6222  -1.2159  -2.6094
C  -1.0704  4.1219  -1.7977
C  -2.1292  -2.4552  -4.6464
H  0.4286  -4.1904  3.8072
H  -2.0346  -2.2984  1.6344
H  2.3319  -3.4151  1.4978
H  -2.4604  5.4451  -0.8230
H  -1.4234  -3.5005  -0.5790
H  1.8777  -3.1856  3.9180
H  -3.4510  -0.1624  -0.1266
H  -2.6741  -4.2974  0.3923
H  -1.3557  -3.6585  2.5039
H  0.2417  2.5474  -2.4606
H  -1.0358  -4.9333  0.3673
H  2.0071  -4.9071  3.5517
H  1.0365  -4.5922  1.2955
H  -5.2486  -1.2492  -1.4664
H  -0.8730  4.7714  -2.6370
H  -0.5796  -1.1886  -2.9010
H  -4.6344  -2.3546  -3.6296

Output
Multiplicity   3
⟨S²⟩   2.008
Maximum force   0.791 eV/Å
Charge   +1
DFT total energy   -56681.7620 eV
HOMO-LUMO gap (spin up / spin down)   8.399 / 6.723 eV

***

[3]
An isolated molecule of C5H9N, computed with ωB97M-V/def2-TZVPD.

Atoms and positions in Å:
N  1.9997  -2.4517  -0.9385
C  -0.4599  0.4036  -0.2884
C  -0.8310  0.9632  0.8673
C  -1.5513  2.2584  1.0720
C  0.2515  -0.8994  -0.2874
C  1.2242  -1.3122  -1.0962
H  0.0082  -1.4222  0.6343
H  -1.3209  2.9564  0.2770
H  -0.5778  0.3528  1.7320
H  -2.6030  2.0664  1.2873
H  2.5444  -2.6624  -1.7610
H  1.4842  -0.6981  -1.9523
H  -1.1999  2.7023  2.0097
H  -0.6444  0.9005  -1.2374
H  1.6758  -3.1576  -0.3183

Output
Multiplicity   1
Maximum force   1.543 eV/Å
Charge   0
DFT total energy   -6819.8070 eV
HOMO-LUMO gap   8.615 eV

***

[4]
An isolated molecule of C3H7ClOS, computed with ωB97M-V/def2-TZVPD.

Atoms and positions in Å:
Cl  -2.2056  -0.3377  -0.1274
S  1.8420  -1.0202  -0.1212
O  1.1432  1.9456  -0.1698
C  -0.2044  1.4201  0.3269
C  0.2016  -1.0228  0.5563
C  -0.4474  0.0781  -0.2626
H  -0.1049  -1.0726  1.6079
H  1.9244  0.3479  -0.1859
H  0.0031  1.3962  1.5042
H  -0.2995  -1.9229  0.0291
H  -0.1875  -0.1078  -1.3684
H  -1.1071  2.1718  0.2276
H  1.3492  2.8347  -0.0752

Output
Multiplicity   1
Maximum force   4.830 eV/Å
Charge   0
DFT total energy   -28627.9551 eV
HOMO-LUMO gap   9.475 eV

***

[5]
C30H32N6O3RuS2 as an isolated structure, computed with ωB97M-V/def2-TZVPD.

Atoms and positions in Å:
Ru  -1.1996  0.3357  0.5026
S  4.2026  -1.3509  -2.9982
S  -3.8989  1.4895  1.4621
O  1.8279  -2.1208  2.4502
O  -2.4220  0.9899  1.8522
O  0.2604  -0.1634  1.8563
N  4.6939  -5.8426  -2.4354
N  0.3245  -0.3253  -0.8738
N  -2.3626  0.7624  -1.2212
N  1.1607  1.7987  1.0524
N  -2.2579  -1.4908  0.3431
N  -0.2211  2.0831  0.9215
C  -0.5659  3.2262  1.3759
C  2.6700  -1.0444  -2.2117
C  1.2997  0.6131  1.5569
C  -3.1991  1.9912  -1.2058
C  -1.7174  5.2526  1.8266
C  -3.1665  3.3231  1.6088
C  -4.2205  4.1696  1.9245
C  -4.4001  -0.4264  1.1869
C  -2.6716  -1.7142  -1.0593
C  2.6502  0.0351  1.6995
C  -3.0959  -0.4259  -1.7489
C  5.2062  -1.0741  1.7203
C  4.3879  -3.1058  -2.7801
C  0.9423  0.5284  -1.7046
C  2.0262  -1.9382  -1.3552
C  2.0856  0.2105  -2.3973
C  0.8730  -1.5395  -0.7204
C  -4.3676  1.9196  -0.2531
C  5.0359  0.2595  1.3493
C  5.3352  -4.9768  -1.6584
C  3.7684  0.7992  1.3426
C  5.2169  -3.5973  -1.7857
C  4.1230  -1.8468  2.0834
C  -2.7897  6.0767  2.1041
C  -4.0593  5.5261  2.1599
C  3.9101  -5.3529  -3.3930
C  -1.8709  3.8781  1.5667
C  -3.3752  -1.5352  1.3372
C  3.7252  -3.9961  -3.6127
C  2.8388  -1.3023  2.0837
H  4.2396  -2.8775  2.3916
H  -4.9887  -0.5693  0.2788
H  -1.6216  0.9615  -1.8880
H  5.8884  0.8650  1.0753
H  -2.5426  2.8141  -0.9201
H  -2.9127  -0.5165  -2.8207
H  3.0889  -3.6450  -4.4141
H  6.1985  -1.5072  1.7381
H  -5.2162  3.7381  2.0082
H  -5.1286  1.2179  -0.5818
H  3.4094  -6.0802  -4.0218
H  1.0154  -1.5751  2.4658
H  5.7486  -2.9295  -1.1215
H  -2.9054  -1.4790  2.3174
H  -1.8195  -2.1497  -1.5810
H  0.2800  3.8301  1.6995
H  0.5274  1.5273  -1.7744
H  -4.8129  2.9106  -0.1996
H  2.5401  0.9475  -3.0455
H  3.6085  1.8288  1.0532
H  -3.4903  -2.4375  -1.1022
H  -3.8578  -2.5156  1.2485
H  5.9715  -5.3995  -0.8898
H  -2.6314  7.1282  2.2999
H  2.4318  -2.9168  -1.1473
H  -3.5735  2.1877  -2.2152
H  -4.9153  6.1423  2.4028
H  0.4064  -2.1993  -0.0017
H  -1.6528  -2.2689  0.5906
H  -4.1602  -0.2559  -1.6256
H  -5.1078  -0.5518  2.0099
H  -0.7201  5.6765  1.8185

Output
Multiplicity   2
⟨S²⟩   0.754
Maximum force   0.280 eV/Å
Charge   +1
DFT total energy   -70957.2576 eV
HOMO-LUMO gap (spin up / spin down)   7.774 / 6.711 eV

***

[6]
C50H65MgN12O2P as an isolated structure, computed with ωB97M-V/def2-TZVPD.

Atoms and positions in Å:
P  2.0669  -1.4882  -0.1905
Mg  -0.7422  -1.8707  0.1578
O  -3.8027  5.6116  -0.2961
O  -2.5299  -3.0749  0.1392
N  -4.5491  0.1105  -0.1286
N  -5.6426  6.7628  -0.6216
N  0.7342  4.5973  -0.6253
N  -1.2545  -1.8976  4.3415
N  -0.8888  -1.5642  2.1995
N  -2.4354  -0.4942  -0.6073
N  -4.2576  0.3568  -1.4288
N  0.9922  4.8597  0.6748
N  -0.0429  -4.0892  -0.0865
N  -2.7681  -4.2723  -1.7485
N  0.6523  2.7048  0.6161
N  -4.7710  7.5335  0.1465
C  0.9515  3.7310  1.3897
C  -1.3679  -4.0866  -2.1280
C  2.6791  0.8472  3.7074
C  -1.1975  -0.5325  4.1638
C  1.0662  -6.0439  0.7376
C  -3.2475  -3.7704  -0.5966
C  1.1853  6.2294  1.1425
C  5.3327  -4.7561  -0.4683
C  4.8383  -2.2907  -0.1880
C  3.1770  -0.1780  -4.5107
C  0.5287  3.2980  -0.6073
C  -0.1253  6.9434  1.4077
C  1.7009  -0.1123  -4.0786
C  1.4786  -0.9595  -2.8273
C  2.2061  -0.3264  -1.6143
C  3.4909  0.5761  1.3034
C  3.3774  -2.7879  -0.2603
C  3.2054  -3.7399  -1.4583
C  -7.2803  3.8451  -3.2008
C  5.8270  -3.3398  -0.7356
C  3.8183  1.1030  2.7225
C  -3.4267  -0.3697  0.3371
C  -5.6787  2.2526  -2.3626
C  -1.3058  6.5075  0.8237
C  -5.0493  3.2509  -1.6320
C  -3.7139  6.8273  0.3184
C  -0.9633  -0.3300  2.8426
C  0.6642  -6.7594  -0.3789
C  -2.4898  8.3717  1.7947
C  -1.3124  8.7956  2.3894
C  2.4064  -0.5103  1.3484
C  -3.0040  -0.0010  -1.6985
C  4.1203  -0.3449  -3.3059
C  -6.6797  4.8414  -2.4501
C  -1.0627  -2.4766  3.1488
C  -5.5687  4.5491  -1.6670
C  -1.4828  -2.5972  5.6159
C  -5.0339  5.6596  -0.8673
C  3.5411  0.3230  -2.0582
C  -2.4842  7.2245  1.0094
C  4.0363  -5.0230  -1.2546
C  2.4414  -0.6631  3.8752
C  -6.7856  2.5568  -3.1500
C  -0.0971  -6.1211  -1.3425
C  2.6350  -1.4354  2.5495
C  -0.4414  -4.7914  -1.1589
C  -0.1334  8.0897  2.1955
C  0.7022  -4.7167  0.8341
C  -5.3235  0.7844  -2.3363
C  -4.6611  -4.1005  -0.2270
H  3.1575  1.3914  0.6557
H  1.6682  -6.5016  1.5120
H  3.1740  -3.3806  0.6407
H  -5.0701  0.4233  -3.3310
H  -3.3487  -4.8870  -2.2922
H  0.7865  8.4380  2.6572
H  -4.6740  -5.0360  0.3371
H  4.7142  0.5997  3.1025
H  -0.4279  -6.6515  -2.2287
H  1.4259  0.9205  -3.8529
H  4.4035  0.1768  0.8608
H  1.7622  1.3381  3.3591
H  2.1556  -3.9960  -1.6195
H  4.0626  2.1648  2.6805
H  5.9611  -3.2043  -1.8139
H  -2.5610  0.0824  -2.6810
H  -3.4142  8.9245  1.9253
H  5.1625  -4.8796  0.6079
H  5.0986  0.0791  -3.5329
H  4.9640  -1.3718  -0.7541
H  3.3236  -1.0050  -5.2069
H  5.0928  -2.0642  0.8488
H  -8.1464  4.0703  -3.8113
H  1.7973  6.1896  2.0398
H  1.0520  -0.4432  -4.8915
H  -2.4665  -3.0575  5.6264
H  0.2915  2.7567  -1.5131
H  -6.2040  0.2438  -2.0032
H  4.2903  -1.4081  -3.1031
H  -1.1434  -3.0196  -2.1416
H  4.2778  -5.4445  -2.2334
H  3.6460  -1.8441  2.4957
H  -0.7221  -3.3564  5.7657
H  -4.2020  3.0287  -0.9902
H  -0.8633  0.6028  2.3026
H  2.9140  1.2933  4.6748
H  -7.2786  1.7689  -3.7144
H  3.1323  -1.0577  4.6235
H  0.4053  -1.0505  -2.6036
H  4.2724  0.3438  -1.2587
H  1.5658  0.4911  -1.2662
H  3.4318  0.7329  -5.0542
H  -5.2942  -4.2220  -1.1056
H  1.4446  -0.0127  1.5234
H  3.3319  1.3731  -2.2911
H  -5.0575  -3.3142  0.4098
H  1.9504  -2.2891  2.5226
H  1.4323  -0.8339  4.2585
H  0.9444  -7.7997  -0.4991
H  3.4406  -5.7723  -0.7328
H  -3.3294  -0.6973  1.3621
H  -1.3187  0.1601  4.9835
H  3.5437  -3.2310  -2.3641
H  -1.3183  5.6395  0.1785
H  -1.4219  -1.8762  6.4231
H  6.8038  -3.1782  -0.2808
H  -7.0637  5.8541  -2.4537
H  1.8455  -1.9744  -3.0166
H  -1.2355  -4.4526  -3.1401
H  1.1188  3.7094  2.4599
H  -1.3098  9.6899  3.0009
H  1.0175  -4.1178  1.6833
H  -1.0868  -3.5468  2.9985
H  6.0925  -5.4864  -0.7456
H  1.7480  6.7486  0.3716

Output
Multiplicity   1
Maximum force   0.855 eV/Å
Charge   +2
DFT total energy   -89607.5611 eV
HOMO-LUMO gap   7.390 eV